C2H8N3P | ωB97M-V/def2-TZVPD

As for the total energy: -15960.380 eV. For the HOMO energy, the calculation gives -9.039 eV. The charge is 0. The SMILES is CCNP(#N)N. The value obtained for the lowest unoccupied orbital energy is 0.424 eV. The calculation puts the largest force on an atom at 5.1 eV/Å. For the energy above the lowest of the compared OMol25 structures with the same formula, charge and spin, the calculation gives 51.17 kcal/mol. The value obtained for the HOMO-LUMO gap is 9.46 eV.

Positions of all 14 atoms, in Å:
N -1.80119 -1.19969 -1.18087
N -2.24512 1.06471 0.28731
C 1.34558 0.09756 -0.39674
P -1.27172 0.00457 -0.44461
H 1.37826 -0.17266 -1.48337
H -2.21986 1.54439 1.19261
H 0.66934 -1.83432 0.34941
H -3.15049 0.62603 -0.08000
H 2.31396 -1.65789 0.44967
N 0.18855 0.92513 -0.08530
H 2.24950 0.57550 -0.13556
H -0.02991 1.69472 -0.59106
H 1.21613 -0.64040 1.53312
C 1.35696 -1.02762 0.58540

Mulliken population analysis, charges in e, atoms 1 to 5: -0.592 -0.512 -0.276 0.545 0.318